(1)
C2HO4P | ωB97M-V/def2-TZVPD

Properties
Molecular weight in g/mol: 120.00
ΔE to the lowest compared entry with this formula, charge and spin in eV: 0.125
Largest force on an atom in hartree/bohr: 0.0407
DFT total energy in a.u.: -719.1064
Kohn-Sham gap in Eh: 0.297

Atoms and positions in Å:
O -0.92673 0.93402 -0.50723
C 0.18556 0.81650 -0.94110
P 1.66053 0.25122 0.18844
O 2.04388 1.21295 1.25390
H 0.25352 0.85059 -1.99545
O -2.07681 -1.52035 0.14218
C -1.07237 -1.33611 0.65562
O -0.06759 -1.20882 1.20364


(2)
C2HPS2 | ωB97M-V/def2-TZVPD

Properties
Molecular weight in g/mol: 120.14
ΔE to the lowest compared entry with this formula, charge and spin in eV: 1.635
Largest force on an atom in hartree/bohr: 0.0600
DFT total energy in a.u.: -1214.4213
Kohn-Sham gap in Eh: 0.241

Atoms and positions in Å:
C 0.47996 0.52881 -0.09473
C 0.37542 0.92598 -1.31998
P 1.63617 0.39053 2.89297
S 1.57025 1.38272 1.20879
S 0.09840 1.73686 -2.67290
H -0.14090 -0.18727 0.25980


(3)
C2I2N2O2 | ωB97M-V/def2-TZVPD

Properties
Molecular weight in g/mol: 337.84
ΔE to the lowest compared entry with this formula, charge and spin in eV: 2.117
Largest force on an atom in hartree/bohr: 0.0513
DFT total energy in a.u.: -931.3458
Kohn-Sham gap in Eh: 0.310

Atoms and positions in Å:
O -2.40201 0.05206 1.30135
N -1.77512 -0.50262 0.43933
C -0.84927 -1.08748 0.00613
I -0.23368 -1.81423 -1.80578
O 2.42197 -0.72097 0.01504
N 1.84938 0.30314 -0.03331
C 0.98516 1.05868 -0.32096
I 0.00357 2.71142 0.39819


(4)
C2I2S2 | ωB97M-V/def2-TZVPD

Properties
Molecular weight in g/mol: 341.96
ΔE to the lowest compared entry with this formula, charge and spin in eV: 0.173
Largest force on an atom in hartree/bohr: 0.0772
DFT total energy in a.u.: -1467.9103
Kohn-Sham gap in Eh: 0.258

Atoms and positions in Å:
C -0.21089 -0.68075 -0.24192
C -0.12040 0.64686 0.23533
S -1.42280 -1.23796 -1.10241
S -1.37896 1.29743 1.10420
I 1.53149 -1.84666 0.21344
I 1.60156 1.82108 -0.20864


(5)
C2I3N | ωB97M-V/def2-TZVPD

Properties
Molecular weight in g/mol: 418.74
ΔE to the lowest compared entry with this formula, charge and spin in eV: 1.490
Largest force on an atom in hartree/bohr: 0.1297
DFT total energy in a.u.: -1023.9465
Kohn-Sham gap in Eh: 0.299

Atoms and positions in Å:
C -0.52275 -1.10939 -0.53510
C 0.25477 0.43416 0.26339
N -1.19104 -1.94570 -0.90565
I 2.13422 -0.23107 1.04685
I -1.15552 1.16924 1.65956
I 0.48032 1.68277 -1.52905


(6)
C2I3N | ωB97M-V/def2-TZVPD

Properties
Molecular weight in g/mol: 418.74
ΔE to the lowest compared entry with this formula, charge and spin in eV: 4.068
Largest force on an atom in hartree/bohr: 0.0308
DFT total energy in a.u.: -1023.8517
Kohn-Sham gap in Eh: 0.265

Atoms and positions in Å:
C 1.77917 0.60126 1.27110
C -1.21610 -1.03984 -0.15820
N 1.09684 1.35750 0.72083
I -0.61608 -2.87857 0.54674
I -1.00913 -0.72804 -2.18872
I -0.03470 2.68769 -0.19176


(7)
C2KLiO4 | ωB97M-V/def2-TZVPD

Properties
Molecular weight in g/mol: 134.06
ΔE to the lowest compared entry with this formula, charge and spin in eV: 0.123
Largest force on an atom in hartree/bohr: 0.0663
DFT total energy in a.u.: -984.7129
Kohn-Sham gap in Eh: 0.269

Atoms and positions in Å:
O 0.69349 1.04969 0.31643
C 0.47384 0.20600 -0.60856
O 1.44698 -0.45257 -1.05771
Li 2.06617 -0.85472 0.73839
K -1.34465 2.34165 0.96764
O -0.64128 -1.79834 -0.05763
O -1.81255 0.11777 0.06816
C -0.88201 -0.60949 -0.36672


(8)
C2N2 | ωB97M-V/def2-TZVPD

Properties
Molecular weight in g/mol: 52.04
ΔE to the lowest compared entry with this formula, charge and spin in eV: 0.252
Largest force on an atom in hartree/bohr: 0.0922
DFT total energy in a.u.: -185.6691
Kohn-Sham gap in Eh: 0.475

Atoms and positions in Å:
N -1.17039 -0.80922 1.22459
C -0.45562 -0.22206 0.56141
C 0.51192 0.26171 -0.47039
N 1.11928 0.77625 -1.29765